# 1
C53H48N3O5SiTi | ωB97M-V/def2-TZVPD

Last column: Mulliken charge in e.
Positions of all 111 atoms, in Å:
Ti 0.361 0.272 0.054  0.555
O 1.299 -1.211 0.147  0.436
C 2.689 -1.190 0.046  1.766
C 3.261 0.166 0.575  -1.258
C 2.945 1.341 -0.307  0.193
C 3.861 2.281 -0.715  -0.236
C 3.440 3.393 -1.458  -1.517
C 2.069 3.547 -1.709  -0.408
C 1.188 2.591 -1.270  0.482
C -0.310 2.648 -1.408  -1.285
C -0.761 1.396 -2.236  2.044
O -0.548 0.264 -1.463  -0.309
C 0.063 1.348 -3.519  0.112
C 0.226 2.478 -4.316  0.318
C 0.929 2.402 -5.504  -1.009
C 1.472 1.197 -5.917  -0.882
C 1.322 0.074 -5.124  -0.777
C 0.627 0.149 -3.931  -0.298
C -2.258 1.446 -2.560  -0.537
C -3.141 1.047 -1.559  0.089
C -4.504 0.992 -1.783  -1.062
C -5.017 1.326 -3.026  -0.704
C -4.148 1.709 -4.033  -0.944
C -2.782 1.769 -3.805  -0.623
N 1.625 1.464 -0.626  1.470
C 3.302 -2.276 0.933  -0.361
C 2.523 -2.894 1.900  -0.248
C 3.076 -3.832 2.755  -1.110
C 4.418 -4.153 2.658  -0.517
C 5.201 -3.544 1.691  -1.081
C 4.647 -2.617 0.827  -0.275
C 3.067 -1.470 -1.405  0.348
C 4.085 -0.815 -2.084  0.129
C 4.367 -1.136 -3.401  -0.819
C 3.652 -2.125 -4.052  -0.782
C 2.647 -2.798 -3.378  -0.835
C 2.361 -2.472 -2.065  -0.484
H 4.338 0.081 0.737  0.904
H 2.774 0.329 1.550  -0.486
H 4.904 2.180 -0.446  0.590
H 4.151 4.129 -1.800  0.479
H 1.710 4.431 -2.218  0.595
H -0.644 3.581 -1.865  0.857
H -0.757 2.562 -0.401  -0.652
H -0.203 3.422 -4.017  0.498
H 1.037 3.284 -6.116  0.475
H 1.999 1.134 -6.857  0.430
H 1.733 -0.872 -5.442  0.523
H 0.513 -0.725 -3.302  0.226
H -2.734 0.751 -0.599  0.196
H -5.165 0.674 -0.988  0.468
H -6.081 1.273 -3.209  0.419
H -4.535 1.946 -5.014  0.424
H -2.130 2.050 -4.616  0.486
H 1.477 -2.621 1.976  0.432
H 2.461 -4.304 3.507  0.455
H 4.857 -4.867 3.340  0.404
H 6.252 -3.790 1.618  0.416
H 5.263 -2.159 0.066  0.432
H 4.671 -0.050 -1.603  0.473
H 5.154 -0.608 -3.918  0.448
H 3.888 -2.379 -5.075  0.431
H 2.084 -3.576 -3.873  0.412
H 1.587 -3.006 -1.530  0.447
C -3.228 -3.282 2.399  -0.956
O -2.610 -2.029 2.164  -0.214
C -1.968 -1.776 1.019  -0.347
O -1.423 -0.691 0.888  0.694
N -1.986 -2.698 0.035  0.078
N -1.304 -2.516 -1.182  -0.816
H -3.545 -3.264 3.440  0.229
H -2.519 -4.102 2.256  0.355
H -4.105 -3.412 1.760  0.318
H -2.417 -3.605 0.122  0.240
H -1.744 -1.759 -1.715  0.359
H -0.345 -2.195 -0.995  -0.043
O 0.384 1.090 1.712  0.562
Si 0.091 1.895 3.041  -0.816
C -0.086 0.763 4.563  0.479
C -1.325 0.272 4.962  -0.270
C -1.446 -0.559 6.062  -0.800
C -0.324 -0.908 6.796  -0.444
C 0.918 -0.433 6.411  -0.884
C 1.031 0.386 5.302  0.023
C 1.504 3.126 3.357  0.340
C 2.217 3.617 2.270  -0.305
C 3.277 4.487 2.437  -0.546
C 3.640 4.890 3.712  -0.626
C 2.930 4.426 4.807  -0.723
C 1.870 3.554 4.627  -0.269
C -1.487 2.944 2.848  0.132
C -1.773 4.063 3.622  -0.463
C -2.905 4.823 3.384  -0.788
C -3.756 4.495 2.341  -0.601
C -3.485 3.387 1.556  -0.593
C -2.370 2.616 1.826  0.189
H -2.208 0.555 4.405  0.364
H -2.417 -0.934 6.355  0.436
H -0.416 -1.547 7.662  0.401
H 1.800 -0.701 6.977  0.418
H 2.004 0.757 5.009  0.467
H 1.928 3.302 1.277  0.495
H 3.825 4.842 1.576  0.483
H 4.472 5.565 3.852  0.380
H 3.210 4.738 5.804  0.407
H 1.322 3.190 5.485  0.471
H -1.094 4.344 4.418  0.367
H -3.120 5.683 4.005  0.406
H -4.626 5.104 2.142  0.400
H -4.137 3.134 0.732  0.479
H -2.161 1.724 1.246  0.171

Force components x, y, z for each atom (eV/Å):
-3.0 -0.7 2.6
1.6 -2.6 0.4
1.0 -0.2 -0.1
-0.1 -0.1 -0.2
-0.6 0.0 0.3
0.0 0.8 -0.4
-0.5 -0.6 0.3
0.7 0.1 0.1
0.0 -0.4 0.3
0.1 -0.3 -0.2
-0.3 0.6 -0.6
-1.3 0.4 -2.5
-0.1 -0.2 0.0
0.1 -0.1 0.1
0.0 0.1 -0.1
0.0 0.0 -0.1
0.0 -0.1 -0.2
-0.1 0.0 0.2
-0.1 -0.1 0.1
0.1 0.1 0.2
-0.1 0.0 0.1
0.0 0.0 -0.1
-0.2 0.0 0.0
0.1 0.1 0.0
2.8 2.8 -1.5
-0.2 0.0 0.1
-0.2 0.2 -0.1
0.1 -0.1 0.1
0.0 0.0 0.1
0.1 0.0 0.0
-0.1 0.0 0.0
0.0 0.0 0.0
-0.1 -0.1 0.1
0.1 0.0 -0.2
0.2 0.0 0.0
-0.1 -0.1 0.0
0.0 0.0 0.0
-0.1 0.1 0.0
0.3 0.0 -0.1
0.0 -0.1 0.0
0.0 0.1 0.0
-0.1 0.0 0.0
0.0 -0.1 0.1
-0.1 0.2 -0.3
-0.1 0.1 0.0
0.0 0.1 -0.1
0.1 0.0 -0.1
0.0 0.0 0.0
0.0 0.0 -0.1
-0.1 0.0 0.0
0.0 0.0 0.0
0.0 0.0 0.0
0.0 0.0 -0.1
0.0 0.0 -0.1
0.1 0.0 0.0
-0.1 0.0 0.1
0.0 -0.1 0.0
0.1 0.0 0.0
0.1 0.1 -0.1
0.0 0.1 0.1
0.1 0.0 -0.1
0.0 0.0 -0.1
0.0 -0.1 0.0
0.0 0.0 0.0
-0.1 -0.2 0.0
0.3 0.3 -0.1
-0.3 0.0 -0.3
-0.2 -0.3 0.4
0.1 -0.3 -0.1
0.2 0.3 -0.2
0.0 0.0 -0.1
-0.1 0.0 0.0
0.0 0.0 0.0
0.1 0.2 0.2
0.1 -0.2 0.4
-0.4 -0.3 0.1
0.1 0.5 0.7
-0.3 0.9 1.3
0.1 0.4 -0.5
-0.1 0.1 -0.1
-0.1 -0.1 0.1
0.0 -0.1 0.0
0.1 -0.1 0.1
0.1 0.1 -0.1
-0.4 -0.5 0.0
-0.1 -0.1 -0.2
0.1 0.1 -0.1
0.1 0.1 0.0
0.1 0.1 0.2
-0.1 0.0 0.1
0.5 -0.5 -0.1
0.1 0.0 0.1
0.0 0.1 0.1
-0.1 0.0 0.0
-0.2 0.0 -0.1
0.1 -0.2 -0.1
-0.1 0.0 0.0
-0.1 0.0 0.0
0.0 0.0 0.1
0.0 0.0 0.0
0.1 0.0 0.0
0.0 0.0 -0.1
0.0 0.1 -0.1
0.1 0.0 0.0
0.0 0.0 0.0
0.0 0.0 0.1
0.0 0.1 0.1
0.0 0.0 0.0
-0.1 0.0 0.0
-0.1 -0.1 -0.1
-0.1 0.0 -0.1

Electronic energy in Eh: -3728.094340
⟨S²⟩: 0.77
Spin multiplicity: 2
LUMO energy (spin up / spin down) in eV: 0.3 / 0.3
Energy relative to the best compared isomer or geometry (same formula, charge and spin) in kJ/mol: 133.36
F_max in eV/Å: 4.22

***

# 2
C53H49F6N6O6ReS4 | ωB97M-V/def2-TZVPD

Last column: Mulliken charge in e.
Positions of all 125 atoms, in Å:
Re 0.288 0.182 0.207  3.431
C 0.345 2.137 -3.975  -2.137
C -0.639 1.214 -3.256  2.402
C -1.490 0.411 -4.257  -1.740
C -1.636 1.942 -2.362  0.250
C -2.111 3.183 -2.779  0.216
C -3.211 3.761 -2.172  -1.528
C -3.882 3.079 -1.176  -0.582
C -3.434 1.851 -0.693  0.760
C -4.243 1.099 0.376  1.219
C -3.525 0.935 1.733  -1.285
C -5.634 1.689 0.620  -1.981
C -2.256 1.313 -1.260  -1.232
N -1.647 0.162 -0.631  1.129
C -2.397 -0.991 -0.451  -0.172
O -3.397 -1.300 -1.043  -0.648
C -1.881 -1.782 0.693  0.095
C -2.398 -2.963 1.156  -0.921
C -1.875 -3.491 2.334  -0.960
C -0.869 -2.808 3.008  -0.723
C -0.383 -1.654 2.442  -0.352
N -0.890 -1.161 1.324  0.686
C 0.748 -0.848 2.953  0.452
O 1.150 -0.965 4.075  -0.629
N 1.236 0.056 1.990  0.959
C 2.415 0.831 2.400  -1.605
C 2.262 2.096 3.009  0.275
C 3.404 2.773 3.423  0.259
C 4.660 2.216 3.280  -1.458
C 4.789 0.950 2.741  -0.139
C 3.681 0.229 2.302  0.562
C 3.910 -1.197 1.820  3.025
C 5.120 -1.301 0.883  -1.796
C 4.143 -2.142 3.015  -1.768
C 0.915 2.674 3.422  2.043
C 0.836 4.183 3.192  -1.797
C 0.667 2.366 4.909  -1.584
H 1.158 1.549 -4.412  0.371
H 0.782 2.878 -3.296  0.529
H -0.142 2.672 -4.794  0.535
H -0.067 0.500 -2.659  -1.443
H -2.154 1.097 -4.793  0.437
H -2.101 -0.329 -3.736  0.357
H -0.870 -0.106 -4.986  0.467
H -1.631 3.687 -3.615  0.362
H -3.580 4.723 -2.512  0.490
H -4.784 3.516 -0.767  0.466
H -4.413 0.107 -0.023  0.443
H -3.511 1.875 2.285  0.293
H -2.497 0.578 1.630  -0.223
H -4.066 0.209 2.348  0.453
H -5.591 2.632 1.175  0.304
H -6.219 0.983 1.215  0.464
H -6.172 1.853 -0.317  0.444
H -3.188 -3.443 0.591  0.620
H -2.253 -4.428 2.726  0.545
H -0.436 -3.162 3.935  0.647
H 3.304 3.738 3.913  0.395
H 5.538 2.751 3.630  0.444
H 5.772 0.491 2.683  0.487
H 3.025 -1.535 1.277  -1.513
H 6.051 -1.378 1.450  0.681
H 5.203 -0.436 0.220  0.272
H 5.026 -2.197 0.268  0.154
H 5.007 -1.797 3.593  0.427
H 4.356 -3.154 2.652  0.437
H 3.287 -2.182 3.686  0.298
H 0.135 2.183 2.851  -0.908
H 1.446 4.723 3.920  0.594
H -0.194 4.534 3.306  0.373
H 1.191 4.455 2.194  0.256
H 1.463 2.803 5.520  0.343
H 0.655 1.289 5.093  0.311
H -0.293 2.788 5.234  0.467
S 5.394 -2.017 -2.263  0.215
C 7.020 -2.089 -2.737  -0.399
C 7.588 -0.856 -2.794  -0.890
C 6.666 0.168 -2.451  -0.456
C 5.418 -0.302 -2.139  0.438
C 4.253 0.531 -1.764  0.571
C 3.110 0.029 -1.110  0.282
N 2.078 0.815 -0.760  0.803
C 2.130 2.141 -1.020  -0.175
C 3.203 2.714 -1.678  0.638
C 3.176 4.126 -1.955  -1.151
C 2.115 4.870 -1.596  -1.282
C 1.000 4.282 -0.899  1.043
C -0.113 5.025 -0.499  -0.945
C -1.124 4.440 0.227  1.328
C -1.001 3.065 0.495  -1.493
N 0.030 2.323 0.098  0.818
C 1.028 2.929 -0.594  -0.550
C -2.227 5.278 0.753  0.807
C -2.328 6.640 0.669  -0.677
C -3.496 7.166 1.287  -0.764
C -4.264 6.191 1.841  -0.569
S -3.574 4.653 1.618  0.055
C 4.261 1.881 -2.052  -1.330
H 7.479 -3.046 -2.959  0.472
H 8.622 -0.679 -3.067  0.437
H 6.947 1.216 -2.410  0.413
H 3.041 -1.026 -0.856  -0.445
H 4.028 4.569 -2.461  0.501
H 2.083 5.935 -1.806  0.550
H -0.139 6.081 -0.742  0.469
H -1.755 2.561 1.084  -0.612
H -1.588 7.275 0.193  0.484
H -3.744 8.222 1.318  0.443
H -5.201 6.297 2.377  0.489
H 5.099 2.315 -2.585  0.535
F 0.934 -1.806 -3.836  -0.154
C 1.489 -2.722 -3.052  0.470
F 2.727 -2.345 -2.774  -0.059
F 1.495 -3.897 -3.653  -0.216
S 0.441 -2.879 -1.532  1.082
O 0.840 -1.698 -0.692  -1.301
O -0.893 -2.842 -2.030  -0.661
N 0.786 -4.240 -0.863  -0.665
S 2.213 -4.691 -0.227  0.859
O 2.692 -5.884 -0.840  -0.624
O 3.125 -3.600 -0.001  -0.532
C 1.651 -5.154 1.462  0.533
F 0.464 -5.755 1.433  -0.236
F 1.541 -4.021 2.185  -0.139
F 2.540 -5.942 2.026  -0.218

Force components x, y, z for each atom (eV/Å):
-0.9 -1.3 0.0
0.0 0.0 0.0
-0.2 0.0 0.1
0.1 0.0 0.1
-0.1 -0.3 0.0
0.1 0.0 0.0
0.0 0.1 -0.2
-0.3 -0.1 0.0
-0.1 -0.1 0.1
0.0 0.4 0.1
0.0 -0.1 -0.1
0.0 0.0 0.0
-0.3 -0.2 0.0
1.4 0.8 -0.5
0.1 0.1 -0.3
0.0 -0.2 -0.4
0.0 0.3 0.0
-0.1 -0.3 0.1
0.0 0.0 0.0
-0.2 -0.3 0.2
0.0 0.2 -0.1
0.3 -0.1 -0.1
0.1 0.4 -0.3
0.4 0.0 0.4
0.1 0.6 -0.6
-0.3 0.1 0.4
-0.2 -0.3 0.1
0.0 0.1 0.0
0.2 0.1 0.0
0.1 -0.1 0.0
-0.1 -0.1 -0.1
0.1 0.1 0.2
-0.1 0.1 0.1
0.0 0.0 -0.1
0.3 0.0 0.2
-0.1 0.0 -0.1
-0.1 -0.1 0.0
-0.1 0.0 0.0
0.0 -0.1 -0.1
0.1 0.0 0.1
0.1 -0.1 0.1
0.0 -0.1 0.0
0.0 0.0 0.0
0.1 0.0 0.0
-0.1 -0.1 0.1
0.0 -0.1 0.1
0.1 -0.1 0.0
-0.1 0.1 0.0
0.0 0.1 0.0
-0.2 0.1 0.1
0.0 0.1 0.0
0.0 -0.1 -0.1
0.1 0.1 0.0
0.0 0.0 0.1
0.0 0.0 0.1
0.0 0.1 0.0
0.0 0.0 -0.1
0.0 -0.2 -0.1
-0.1 -0.1 -0.1
-0.1 0.1 0.0
0.0 0.0 0.1
0.0 0.0 0.0
0.1 -0.2 0.3
0.1 0.1 0.3
-0.1 0.0 -0.1
0.0 0.2 0.0
0.0 0.0 0.0
-0.2 -0.1 -0.2
-0.1 0.0 -0.1
0.1 0.0 0.0
0.0 0.0 0.0
-0.1 0.0 0.0
0.0 0.1 0.0
0.2 -0.1 -0.1
-0.1 -0.1 -0.3
0.1 -0.2 0.0
0.1 0.4 0.0
0.4 0.1 0.0
-0.3 0.1 -0.1
0.1 -0.1 -0.2
-0.2 0.1 0.1
0.2 -0.5 -0.1
-0.1 -0.1 0.2
0.4 0.2 -0.2
0.2 -0.1 -0.1
-0.2 0.1 0.1
0.0 0.4 -0.1
0.3 0.1 -0.1
-0.2 0.3 0.3
-0.1 0.0 0.5
0.1 -0.4 0.4
0.1 -0.1 0.0
0.2 -0.2 0.0
0.0 0.3 0.0
0.2 0.2 -0.2
-0.2 0.0 0.2
0.1 -0.3 0.2
0.0 0.2 -0.1
-0.1 0.2 0.1
-0.2 0.0 0.0
-0.1 -0.2 0.0
-0.1 0.3 0.0
-0.1 0.0 0.0
0.0 -0.1 0.0
0.0 -0.1 0.0
0.1 0.0 0.0
-0.1 -0.1 0.1
0.1 -0.2 0.0
0.2 0.0 -0.1
0.0 0.0 0.0
0.0 0.1 -0.1
-0.4 0.0 0.0
-0.1 -0.2 0.0
0.1 0.1 -0.1
0.2 -0.9 0.8
0.1 0.2 -0.1
0.0 0.1 0.2
0.4 0.7 -0.2
0.0 0.2 -0.3
-0.3 0.2 0.0
-0.3 0.0 -0.3
-0.3 0.4 -0.1
0.1 0.0 0.1
0.0 -0.3 0.0
0.1 -0.1 0.1

Net charge: +1
Electronic energy in Eh: -5099.157825
⟨S²⟩: 0.76
Spin multiplicity: 2
LUMO energy (spin up / spin down) in eV: -4.6 / -4.7
F_max in eV/Å: 1.73